# 1
11
Properties=species:S:1:pos:R:3:nbo_charge:R:1 method="wB97M-V/def2-TZVPD" max_force_ev_per_a=3.60 multiplicity=1 charge=0 de_lowest_kj_mol=531.25 gap_ev="7.24 / 7.04" homo_ev="-7.52 / -7.37"
C 0.099 0.832 0.350 -0.2565
C 1.310 -0.787 -0.924 -0.1368
N 1.206 0.181 -0.010 -0.4192
N 0.547 -3.152 0.305 0.1243
O 1.201 -2.226 0.557 -0.2524
Cl 0.017 -0.962 -2.012 0.0233
Cl -1.132 -3.027 0.931 -0.1093
H 0.022 1.576 1.048 0.1994
H -0.750 0.712 -0.377 0.2051
H 2.290 -0.836 -1.326 0.2000
H 2.046 0.176 0.536 0.4220



# 2
10
Properties=species:S:1:pos:R:3:nbo_charge:R:1 method="wB97M-V/def2-TZVPD" max_force_ev_per_a=2.88 multiplicity=1 charge=0 de_lowest_kj_mol=106.21 gap_ev=9.13 homo_ev=-9.25
C -1.171 0.149 0.696 -0.3975
C 0.094 -0.305 0.497 -0.2087
Cl 0.658 -0.828 -1.130 -0.0424
H -1.716 0.242 1.627 0.2218
H -1.630 0.607 -0.189 0.2025
H 0.586 -0.755 1.384 0.2138
O 3.843 -0.567 1.233 -0.8493
S 3.346 1.035 1.010 0.5483
Cl 1.993 1.557 2.489 -0.1888
H 3.507 -1.247 0.618 0.5003



# 3
19
Properties=species:S:1:pos:R:3:nbo_charge:R:1 method="wB97M-V/def2-TZVPD" max_force_ev_per_a=0.85 multiplicity=2 charge=+2 de_lowest_kj_mol=20.25 gap_ev="8.94 / 8.21" homo_ev="-18.18 / -19.70"
Zr -0.298 -0.353 0.499 2.1034
N -0.243 -1.703 -1.600 -0.8413
C 0.310 -0.727 -2.610 -0.3035
C 0.490 0.357 -1.580 0.7701
O -0.580 0.921 -1.142 -0.6329
O 1.417 0.212 -0.725 -0.6488
H 0.318 -2.552 -1.579 0.4329
H -1.193 -1.979 -1.846 0.4385
H -0.419 -0.476 -3.373 0.2732
H 1.246 -1.073 -3.036 0.2675
Cl 1.510 -1.998 1.424 -0.2954
Ge 2.614 -0.309 2.475 1.3400
Cl 4.247 0.303 1.326 -0.2034
Cl 0.912 1.139 2.268 -0.2575
O -3.884 -0.835 2.096 -0.5807
Cl -2.637 -0.622 1.556 2.4931
O -2.380 -1.251 0.230 -0.8027
O -1.477 -1.142 2.320 -0.7944
O -2.233 0.766 1.313 -0.7583